1.
# C45H55N4O3P4PdSi

C45H55N4O3P4PdSi as an isolated structure (wB97M-V/def2-TZVPD, the Open Molecules 2025 dataset).

Computed properties:
Max |F| (eV/Å): 1.01
Orbital gap (eV): 4.04
E_LUMO (eV): 2.12

```
! RIJCOSX wB97M-V def2-TZVPD def2/J DEFGRID3
* xyz -1 1
Pd 1.218 0.934 0.037
C 4.913 2.303 -0.090
Si 3.476 1.095 0.323
C 3.956 0.434 2.061
C 5.218 0.556 2.650
C 5.514 -0.017 3.877
C 4.545 -0.755 4.548
C 3.285 -0.888 3.987
C 2.984 -0.285 2.767
P 1.293 -0.477 2.024
C 0.327 -0.385 3.582
C -0.282 -1.442 4.247
C -1.041 -1.218 5.390
C -1.198 0.067 5.885
C -0.588 1.132 5.228
C 0.160 0.908 4.086
C 1.348 -2.256 1.604
C 0.170 -2.974 1.389
C 0.213 -4.286 0.944
C 1.431 -4.898 0.676
C 2.605 -4.181 0.852
C 2.564 -2.874 1.316
C 4.007 -0.469 -0.724
C 5.271 -1.057 -0.617
C 5.685 -2.079 -1.455
C 4.836 -2.534 -2.460
C 3.573 -1.982 -2.581
C 3.146 -0.989 -1.702
P 1.454 -0.260 -1.816
C 1.692 0.608 -3.431
C 1.232 0.189 -4.676
C 1.467 0.946 -5.818
C 2.186 2.129 -5.740
C 2.673 2.546 -4.507
C 2.426 1.797 -3.369
C 0.387 -1.679 -2.291
C -0.846 -1.413 -2.899
C -1.764 -2.420 -3.131
C -1.498 -3.720 -2.709
C -0.310 -3.985 -2.045
C 0.625 -2.978 -1.843
H 5.893 1.830 -0.209
H 4.992 3.053 0.701
H 4.696 2.838 -1.017
H 5.989 1.119 2.134
H 6.502 0.102 4.309
H 4.767 -1.219 5.502
H 2.526 -1.459 4.509
H -0.159 -2.453 3.881
H -1.504 -2.057 5.896
H -1.789 0.242 6.776
H -0.704 2.142 5.602
H 0.614 1.743 3.561
H -0.787 -2.491 1.527
H -0.714 -4.824 0.782
H 1.461 -5.921 0.317
H 3.564 -4.634 0.629
H 3.492 -2.330 1.445
H 5.953 -0.697 0.149
H 6.672 -2.514 -1.338
H 5.157 -3.314 -3.141
H 2.907 -2.335 -3.361
H 0.690 -0.743 -4.771
H 1.094 0.598 -6.774
H 2.377 2.716 -6.630
H 3.245 3.462 -4.425
H 2.782 2.135 -2.401
H -1.093 -0.393 -3.175
H -2.700 -2.188 -3.628
H -2.219 -4.511 -2.879
H -0.102 -4.981 -1.675
H 1.539 -3.206 -1.311
C -5.597 -0.108 -1.172
N -4.700 -0.796 -0.275
C -4.640 -2.235 -0.482
P -3.469 -0.098 0.571
O -2.233 -0.870 0.634
O -3.345 1.334 -0.201
P -2.186 2.435 -0.336
O -1.037 2.357 0.567
N -3.080 3.823 -0.092
C -2.392 4.963 0.488
C -4.516 3.908 0.017
N -1.758 2.311 -1.922
C -0.487 2.911 -2.311
C -2.794 2.461 -2.925
N -4.077 0.284 2.065
C -3.155 0.996 2.945
C -5.445 0.735 2.210
H -6.620 -0.475 -1.038
H -5.312 -0.272 -2.219
H -5.596 0.963 -0.982
H -5.614 -2.682 -0.264
H -3.885 -2.675 0.164
H -4.361 -2.464 -1.516
H -1.319 4.791 0.505
H -2.722 5.126 1.521
H -2.604 5.870 -0.089
H -4.998 3.046 -0.439
H -4.878 4.806 -0.494
H -4.834 3.968 1.066
H 0.303 2.616 -1.612
H -0.553 4.009 -2.353
H -0.224 2.543 -3.301
H -3.704 1.942 -2.621
H -2.450 2.015 -3.861
H -3.040 3.516 -3.111
H -2.136 0.672 2.757
H -3.412 0.787 3.985
H -3.203 2.081 2.774
H -6.115 0.143 1.588
H -5.562 1.797 1.951
H -5.748 0.614 3.252
*
```

---

2.
# C45H56BrN9RuSSi

C45H56BrN9RuSSi as an isolated structure (wB97M-V/def2-TZVPD, the Open Molecules 2025 dataset).

Computed properties:
Max |F| (eV/Å): 5.32
Orbital gap (alpha / beta) (eV): 5.20 / 4.32
E_LUMO (alpha / beta) (eV): -7.02 / -8.16
Relative energy (zero: lowest compared OMol25 entry of this formula, charge and spin) (eV): 5.2761

```
! RIJCOSX wB97M-V def2-TZVPD def2/J DEFGRID3
* xyz 2 5
Ru 13.256 16.565 17.632
C 15.626 13.939 23.283
C 15.101 14.315 21.943
C 14.742 13.133 21.213
C 14.012 13.142 20.075
C 13.818 14.361 19.356
N 13.144 14.573 18.231
C 12.629 13.500 17.457
C 11.921 12.470 18.099
C 11.199 11.545 17.397
C 11.429 11.413 15.998
C 10.830 10.132 15.376
C 12.114 12.470 15.289
C 12.708 13.540 16.038
N 13.596 14.353 15.387
C 13.942 14.373 14.069
C 14.932 15.267 13.852
C 15.187 15.850 15.092
N 14.315 15.380 16.079
C 14.112 15.567 20.188
C 14.838 15.537 21.400
N 13.720 16.752 19.592
C 13.353 17.814 20.432
C 13.366 19.163 20.229
C 13.696 20.059 19.243
N 13.538 19.984 17.904
H 14.931 13.555 23.995
H 16.195 14.715 23.838
H 16.331 13.131 23.092
H 14.916 12.162 21.667
H 13.814 12.237 19.486
H 11.962 12.531 19.157
H 10.630 10.735 17.819
H 11.287 9.971 14.412
H 9.777 10.305 15.266
H 10.956 9.177 16.074
H 12.464 12.279 14.259
H 13.656 13.598 13.386
H 15.321 15.564 12.940
H 15.815 16.658 15.397
H 15.149 16.415 21.958
H 13.172 17.523 21.431
H 13.432 19.648 21.192
H 13.886 21.033 19.529
S 13.342 18.599 17.135
C 11.971 18.904 16.070
N 11.783 20.087 15.556
N 10.925 20.154 14.572
C 11.138 21.265 13.779
C 10.724 21.370 12.454
C 10.961 22.497 11.746
C 11.609 23.598 12.254
C 11.949 23.593 13.628
C 11.790 22.432 14.356
N 11.330 17.743 15.775
N 11.435 16.849 16.789
C 10.313 15.925 16.910
C 9.630 15.550 15.738
C 8.490 14.799 15.825
C 8.013 14.340 17.078
C 8.778 14.640 18.208
C 9.821 15.559 18.148
H 10.419 19.306 14.244
H 10.066 20.631 12.013
H 10.612 22.492 10.740
H 11.760 24.529 11.660
H 12.328 24.486 14.137
H 12.106 22.318 15.410
H 10.027 15.847 14.738
H 7.943 14.422 14.907
H 7.142 13.664 17.093
H 8.574 14.259 19.174
H 10.361 15.792 19.051
C 10.380 13.377 8.778
C 10.097 14.680 8.051
C 11.457 15.365 7.971
C 9.754 14.371 6.578
Si 8.823 15.863 8.907
Br 9.365 16.037 11.081
C 7.058 15.063 9.011
C 6.225 15.318 7.763
C 6.322 15.369 10.311
C 7.388 13.558 8.982
C 8.830 17.697 8.371
C 8.724 17.863 6.856
C 7.549 18.465 8.989
C 10.039 18.453 8.843
H 11.415 13.115 8.531
H 9.653 12.560 8.394
H 10.249 13.472 9.856
H 12.280 14.670 7.674
H 11.823 15.682 8.970
H 11.427 16.259 7.286
H 10.765 14.116 6.152
H 9.401 15.193 5.953
H 9.005 13.616 6.409
H 6.030 16.384 7.563
H 5.253 14.828 7.913
H 6.669 14.864 6.883
H 6.977 15.076 11.168
H 5.394 14.750 10.382
H 6.047 16.467 10.463
H 7.895 13.220 8.061
H 6.416 13.026 9.070
H 7.946 13.159 9.818
H 8.599 16.906 6.287
H 9.609 18.424 6.384
H 7.845 18.543 6.642
H 6.575 18.224 8.571
H 7.650 19.575 8.802
H 7.518 18.507 10.129
H 11.058 18.136 8.483
H 10.157 18.545 9.967
H 9.911 19.489 8.536
*
```

---

3.
# C45H56F6N4P

A 2-piece molecular cluster, C45H56F6N4P overall (wB97M-V/def2-TZVPD, the Open Molecules 2025 dataset).

Computed properties:
Max |F| (eV/Å): 1.89
Orbital gap (eV): 3.30
E_LUMO (eV): -5.29

```
! RIJCOSX wB97M-V def2-TZVPD def2/J DEFGRID3
* xyz 1 1
C 4.099 3.075 0.576
C 3.324 1.980 -0.158
C 3.707 0.607 0.387
C 3.605 2.056 -1.664
C 4.913 1.927 -2.131
C 5.194 2.105 -3.485
C 4.157 2.405 -4.371
C 2.838 2.520 -3.933
C 1.766 2.965 -4.943
C 1.872 2.223 -6.281
C 1.830 4.475 -5.167
C 2.572 2.319 -2.568
N 1.232 2.538 -2.043
P -0.033 1.349 -2.021
H 0.037 0.816 -0.587
N -1.157 2.667 -1.892
C -2.568 2.599 -2.247
C -3.504 2.448 -1.221
C -3.051 2.334 0.239
C -3.523 1.015 0.843
C -3.596 3.506 1.055
C -4.867 2.465 -1.521
C -5.292 2.681 -2.831
C -4.346 2.872 -3.840
C -2.978 2.838 -3.570
C -1.997 3.170 -4.707
C -1.923 4.679 -4.931
C -2.352 2.453 -6.017
C -0.563 3.919 -1.881
C 0.782 3.847 -1.967
H 3.858 4.065 0.170
H 3.856 3.070 1.644
H 5.178 2.908 0.465
H 2.252 2.139 -0.002
H 3.165 -0.190 -0.139
H 4.785 0.442 0.265
H 3.471 0.537 1.453
H 5.711 1.713 -1.415
H 6.218 2.037 -3.853
H 4.360 2.576 -5.427
H 0.784 2.725 -4.515
H 1.955 1.139 -6.130
H 0.973 2.406 -6.885
H 2.739 2.568 -6.861
H 1.682 5.026 -4.229
H 2.814 4.753 -5.574
H 1.057 4.803 -5.876
H -1.956 2.364 0.261
H -3.127 0.157 0.283
H -3.192 0.929 1.882
H -4.620 0.965 0.830
H -3.296 4.465 0.615
H -4.692 3.465 1.081
H -3.223 3.465 2.084
H -5.588 2.334 -0.710
H -6.355 2.729 -3.068
H -4.658 3.072 -4.863
H -1.003 2.820 -4.404
H -1.600 5.204 -4.023
H -1.214 4.926 -5.733
H -2.913 5.067 -5.213
H -2.535 1.385 -5.849
H -3.241 2.897 -6.486
H -1.520 2.540 -6.730
H -1.167 4.819 -1.869
H 1.476 4.676 -2.037
C -5.151 -4.921 4.817
N -4.961 -3.943 3.774
C -6.091 -3.692 2.877
C -5.988 -4.624 1.704
F -6.989 -4.487 0.798
F -4.790 -4.417 1.052
F -5.974 -5.933 2.136
C -3.724 -3.391 3.566
C -3.560 -2.004 3.305
C -2.305 -1.499 3.038
C -1.167 -2.348 2.919
C 0.125 -1.775 2.722
C 1.335 -2.393 3.156
C 2.584 -1.699 3.046
C 3.794 -2.327 3.301
C 3.812 -3.703 3.682
N 4.988 -4.438 3.797
C 5.588 -4.980 2.598
C 5.728 -4.603 5.057
C 5.272 -5.793 5.855
F 6.099 -6.063 6.906
F 4.009 -5.570 6.357
F 5.205 -6.918 5.068
C 2.592 -4.363 3.896
C 1.400 -3.682 3.790
C -1.413 -3.759 3.005
C -2.595 -4.239 3.528
H -4.522 -4.663 5.682
H -6.202 -4.894 5.130
H -4.888 -5.938 4.486
H -7.015 -3.932 3.422
H -6.035 -2.660 2.500
H -4.439 -1.361 3.380
H -2.169 -0.427 2.927
H 0.168 -0.739 2.400
H 2.578 -0.650 2.752
H 4.749 -1.818 3.183
H 5.196 -4.422 1.735
H 6.677 -4.853 2.636
H 5.349 -6.051 2.472
H 6.781 -4.778 4.793
H 5.565 -3.716 5.690
H 2.639 -5.429 4.138
H 0.525 -4.193 4.177
H -0.660 -4.466 2.670
H -2.734 -5.293 3.813
*
```